Below is 11 unconnected molecules or ions with the total composition C36H99N5O16 at a distorted geometry, with properties calculated with ωB97M-V/def2-TZVPD.

## Properties
Energy   -2908.2856 Eh
SMILES   COCCNCCOC.COCCNCCOC.COCCNCCOC.COCCNCCOC.COCCNCCOC.CO.CO.CO.CO.CO.CO
Energy relative to the best compared isomer or geometry (same formula, charge and spin)   261.2 kJ/mol
LUMO energy   0.01544 hartree
Charge   0

Geometry (Å):
C (-3.2888, -5.3692, 2.2216)
O (-2.5045, -5.1696, 3.3819)
C (-1.2571, -5.8496, 3.3203)
C (-0.1735, -5.0944, 4.0595)
N (0.4181, -4.0123, 3.2643)
C (-0.4650, -2.8434, 3.1520)
C (-0.5569, -2.0396, 4.4620)
O (-1.1639, -0.7927, 4.1538)
C (-1.6977, -0.1169, 5.2703)
H (-4.2507, -4.8885, 2.4130)
H (-3.5525, -6.4216, 2.0835)
H (-2.8289, -4.8933, 1.3543)
H (-0.8888, -5.9175, 2.2900)
H (-1.3806, -6.8460, 3.7524)
H (0.6303, -5.7886, 4.3151)
H (-0.5566, -4.7820, 5.0403)
H (1.3196, -3.7508, 3.6443)
H (-1.4701, -3.1432, 2.8662)
H (-0.0581, -2.1595, 2.4004)
H (0.4757, -1.8815, 4.7990)
H (-1.1827, -2.5812, 5.1753)
H (-2.0856, 0.8759, 5.0298)
H (-0.8577, 0.1303, 5.9298)
H (-2.5356, -0.6656, 5.7022)
C (0.9500, -4.2182, -6.2375)
O (-0.0609, -4.9784, -6.8672)
C (-0.3647, -6.1918, -6.1953)
C (-1.0881, -5.9123, -4.8944)
N (-2.2095, -5.0119, -5.0871)
C (-2.8148, -4.5409, -3.8407)
C (-1.9060, -3.6400, -3.0142)
O (-1.8118, -2.4124, -3.7041)
C (-0.9357, -1.4812, -3.1215)
H (1.7974, -4.8972, -6.0689)
H (0.6638, -3.8387, -5.2500)
H (1.2483, -3.3839, -6.8640)
H (0.5688, -6.7529, -6.0511)
H (-0.9310, -6.7952, -6.9052)
H (-0.3394, -5.5596, -4.1672)
H (-1.4301, -6.8322, -4.4071)
H (-1.8736, -4.1970, -5.5905)
H (-3.2182, -5.3759, -3.2657)
H (-3.6775, -3.9490, -4.1538)
H (-0.9122, -4.0512, -2.8086)
H (-2.3991, -3.4529, -2.0459)
H (0.0244, -1.9011, -2.8051)
H (-1.3490, -0.9647, -2.2502)
H (-0.7289, -0.7388, -3.8915)
C (-5.2274, -4.3579, -0.2648)
O (-4.5208, -3.2330, 0.2172)
C (-3.4143, -2.9250, -0.6130)
C (-2.5237, -1.8602, 0.0232)
N (-3.3160, -0.6914, 0.3299)
C (-2.5769, 0.3299, 1.0760)
C (-3.4847, 1.5234, 1.2354)
O (-4.4051, 1.2278, 2.2811)
C (-5.5192, 2.0903, 2.2660)
H (-4.6718, -5.2908, -0.1518)
H (-5.5223, -4.2561, -1.3143)
H (-6.1459, -4.3603, 0.3200)
H (-3.8488, -2.5740, -1.5583)
H (-2.7813, -3.7940, -0.8426)
H (-1.7693, -1.6291, -0.7294)
H (-2.0584, -2.2939, 0.9206)
H (-4.1413, -0.9352, 0.8644)
H (-1.6680, 0.6382, 0.5523)
H (-2.2374, -0.0171, 2.0606)
H (-4.0046, 1.7545, 0.3027)
H (-2.8861, 2.3968, 1.5259)
H (-6.1741, 1.8045, 1.4338)
H (-5.2439, 3.1461, 2.1829)
H (-6.0953, 1.9478, 3.1797)
C (3.0293, 3.7971, 0.5821)
O (2.8419, 5.1559, 0.2048)
C (2.0235, 5.8532, 1.1271)
C (1.9444, 7.3600, 0.9124)
N (0.9241, 7.7726, -0.0286)
C (1.1716, 7.4023, -1.4088)
C (0.1543, 8.0226, -2.3597)
O (-1.1556, 7.5710, -2.0285)
C (-2.0931, 8.1007, -2.9441)
H (3.4589, 3.2361, -0.2452)
H (2.0955, 3.3234, 0.9023)
H (3.7461, 3.7278, 1.4072)
H (2.4474, 5.7431, 2.1372)
H (1.0071, 5.4504, 1.0738)
H (2.8638, 7.8154, 0.5426)
H (1.7096, 7.7630, 1.8988)
H (-0.0363, 7.5696, 0.2122)
H (1.2094, 6.3264, -1.6205)
H (2.1626, 7.8051, -1.6387)
H (0.4587, 7.7185, -3.3681)
H (0.1473, 9.1171, -2.3298)
H (-1.7456, 8.0955, -3.9781)
H (-2.3738, 9.1211, -2.6520)
H (-3.0131, 7.5256, -2.8251)
C (0.1066, 2.4051, 3.1710)
O (1.4641, 2.1742, 3.4669)
C (1.7103, 0.8734, 3.9973)
C (3.1985, 0.7541, 4.1226)
N (3.7903, 0.9316, 2.7951)
C (5.2685, 1.0267, 2.9476)
C (5.9832, 0.9154, 1.6259)
O (5.8827, 2.1879, 0.9984)
C (6.3206, 2.1801, -0.3277)
H (-0.5669, 2.0696, 3.9647)
H (-0.2515, 1.8406, 2.3002)
H (-0.0889, 3.4473, 2.9259)
H (1.3850, 0.0865, 3.3088)
H (1.1798, 0.7351, 4.9426)
H (3.4792, -0.2282, 4.5172)
H (3.5974, 1.4628, 4.8640)
H (3.5519, 1.8983, 2.5735)
H (5.5505, 0.1840, 3.5844)
H (5.5016, 1.9737, 3.4385)
H (5.6351, 0.0803, 1.0110)
H (7.0252, 0.6730, 1.8870)
H (6.3158, 3.1714, -0.7767)
H (5.6497, 1.5850, -0.9757)
H (7.2853, 1.6732, -0.4717)
C (3.3805, 0.7951, -3.4951)
O (3.0005, 2.0256, -2.9052)
H (3.7001, 0.9756, -4.5322)
H (4.2789, 0.3994, -3.0187)
H (2.5538, 0.0830, -3.4734)
H (2.0723, 2.1971, -3.1178)
C (3.2294, -2.2963, 0.8892)
O (2.5804, -1.5513, 1.9030)
H (4.2742, -2.5173, 1.1389)
H (2.7433, -3.2690, 0.7823)
H (3.2412, -1.8585, -0.1163)
H (3.0736, -0.6998, 1.9492)
C (-0.6916, 2.4175, -3.9014)
O (0.1189, 2.5072, -2.7349)
H (-1.3165, 1.5182, -3.8610)
H (-1.3813, 3.2641, -3.9470)
H (-0.0980, 2.3106, -4.8068)
H (-0.5023, 2.6757, -2.0162)
C (0.1159, -3.9957, -0.5593)
O (0.7953, -4.6387, 0.4973)
H (-0.9429, -4.2912, -0.5258)
H (0.1584, -2.8994, -0.5227)
H (0.5635, -4.2998, -1.5066)
H (0.5980, -4.2643, 1.3980)
C (1.1768, 0.4883, 0.0260)
O (0.5746, -0.7900, -0.1500)
H (0.6248, 1.1949, -0.5860)
H (1.0863, 0.7553, 1.0846)
H (2.2440, 0.4542, -0.2099)
H (0.9872, -1.4219, 0.4478)
C (-0.8490, 4.4139, -0.5930)
O (-1.8906, 3.4244, -0.7245)
H (-0.7747, 5.1698, -1.3748)
H (-1.0945, 4.9147, 0.3505)
H (0.0896, 3.8746, -0.4766)
H (-2.7263, 3.8967, -0.6676)